This record from OMol25 describes a cluster of 4 separate species, C22H54NO13P4S in total in a non-equilibrium geometry. The level of theory is the ωB97M-V functional and the def2-TZVPD basis.

Its total charge is -1. Its strongest force on any atom is 10.0 eV Å⁻¹. Its calculated total energy is -3666.28187 Ha.

Each line ends with the Löwdin charge.
Element x y z (Å)
C1 4.493 -4.129 -0.988  -0.1353
C2 5.864 -3.747 -0.459  -0.2736
C3 6.033 -2.590 0.689  -0.4059
P1 6.720 -0.919 0.076  0.1499
S1 7.689 -1.760 -1.638  0.3872
C4 7.429 0.791 -0.443  -0.4407
C5 7.758 1.798 0.812  -0.2056
C6 6.770 2.367 1.772  -0.1119
C7 5.117 -0.468 -0.890  -0.3750
C8 4.274 0.777 -0.159  -0.2395
C9 2.766 0.901 -0.835  -0.1796
C10 1.666 1.125 0.381  -0.2246
N1 0.294 1.022 -0.249  -0.1844
C11 -0.660 1.675 0.727  -0.1414
C12 -0.131 -0.411 -0.498  -0.2685
C13 -0.345 -1.357 0.850  -0.0421
O1 -0.287 -0.925 -1.747  -0.0497
H1 4.175 -3.871 -2.100  0.0411
H2 3.701 -4.725 -0.331  0.0316
H3 6.755 -4.395 -0.918  0.0791
H4 4.991 -2.412 1.214  0.0855
H5 6.775 -3.045 1.506  0.0774
H6 7.897 -1.096 0.905  -0.0249
H7 6.094 -0.289 1.245  -0.0130
H8 7.614 -0.754 -2.647  -0.1417
H9 6.782 1.367 -1.230  0.0689
H10 8.469 0.559 -0.982  0.0399
H11 8.891 2.146 0.949  0.0872
H12 6.891 2.049 2.913  0.0572
H13 5.917 3.134 1.513  0.0476
H14 5.367 -0.122 -2.005  0.0766
H15 4.348 -1.344 -0.989  0.0594
H16 4.107 0.581 0.987  0.0922
H17 4.798 1.833 -0.345  0.0978
H18 2.687 1.854 -1.529  0.1156
H19 2.497 -0.086 -1.408  0.1046
H20 1.816 2.194 0.875  0.1392
H21 1.864 0.340 1.243  0.1186
H22 -0.520 2.846 0.610  0.1032
H23 -1.797 1.384 0.531  0.1089
H24 -0.391 1.439 1.863  0.0946
H25 -1.504 -1.511 1.091  0.0943
H26 0.151 -0.885 1.805  0.0694
H27 0.200 -2.388 0.620  0.1040
C14 6.293 4.991 4.808  -0.1378
O2 7.072 4.732 5.968  -0.3379
P2 6.439 3.669 7.178  0.7729
O3 5.822 2.773 6.094  -0.2575
O4 5.336 4.809 7.617  -0.2662
C15 5.828 6.063 8.055  -0.1331
O5 5.807 2.607 8.388  -0.2609
C16 6.185 1.245 8.283  -0.1533
H28 6.655 5.918 4.355  0.0898
H29 6.423 4.182 4.084  0.0596
H30 5.235 5.115 5.055  0.0881
H31 5.662 6.803 7.269  0.0885
H32 6.897 6.019 8.291  0.0819
H33 5.279 6.364 8.947  0.0847
H34 7.235 1.156 7.984  0.0848
H35 5.541 0.736 7.562  0.0867
H36 6.050 0.771 9.258  0.0814
C17 -3.062 -1.340 -2.488  -0.1523
O6 -4.360 -1.838 -2.780  -0.3346
P3 -5.696 -1.299 -1.823  0.7601
O7 -5.096 0.113 -1.748  -0.2632
O8 -5.149 -2.179 -0.544  -0.2635
C18 -5.007 -3.577 -0.723  -0.1267
O9 -7.033 -0.760 -0.866  -0.2681
C19 -7.753 0.352 -1.368  -0.1564
H37 -2.329 -2.027 -2.917  0.0902
H38 -2.927 -0.360 -2.954  0.0904
H39 -2.890 -1.276 -1.411  0.0710
H40 -3.945 -3.817 -0.810  0.0927
H41 -5.533 -3.926 -1.618  0.0806
H42 -5.416 -4.085 0.150  0.0866
H43 -7.863 0.284 -2.456  0.0791
H44 -7.241 1.279 -1.096  0.0840
H45 -8.744 0.360 -0.909  0.0856
C20 -12.174 -2.933 -7.521  -0.1458
O10 -11.008 -2.184 -7.206  -0.3373
P4 -10.557 -2.000 -5.546  0.7791
O11 -11.005 -3.439 -5.247  -0.2666
O12 -11.829 -0.986 -5.301  -0.2632
C21 -11.889 0.192 -6.086  -0.1279
O13 -10.105 -1.816 -3.886  -0.2533
C22 -9.181 -2.764 -3.382  -0.1472
H46 -12.501 -2.649 -8.524  0.0882
H47 -11.939 -4.001 -7.526  0.0841
H48 -12.986 -2.725 -6.820  0.0875
H49 -12.666 0.073 -6.845  0.0890
H50 -10.932 0.402 -6.576  0.0844
H51 -12.149 1.031 -5.441  0.0880
H52 -8.410 -2.989 -4.128  0.0880
H53 -9.706 -3.678 -3.092  0.0894
H54 -8.705 -2.346 -2.493  0.0630

This record from OMol25 describes a cluster of 5 separate species, C22H54O2 in total in a non-equilibrium geometry. The level of theory is the ωB97M-V functional and the def2-TZVPD basis.

Its total charge is 0. Its strongest force on any atom is 8.3 eV Å⁻¹. The SMILES is CCCCCC.CCCCCC.CCCCCC.CCO.CCO. Its energy above the lowest of the compared OMol25 structures with the same formula, charge and spin is 0.757 eV. Its calculated total energy is -1020.73844 Ha.

Each line ends with the Löwdin charge.
Element x y z (Å)
C1 -10.122 -81.231 -204.147  -0.1273
C2 -9.934 -82.573 -203.353  -0.2166
C3 -10.743 -82.487 -202.002  -0.1807
C4 -10.736 -83.800 -201.109  -0.1737
C5 -11.673 -83.748 -199.893  -0.2831
C6 -11.483 -82.553 -198.932  -0.0889
H1 -9.563 -80.996 -205.205  0.1213
H2 -9.844 -80.330 -203.795  -0.0204
H3 -11.204 -81.101 -204.416  0.0739
H4 -8.882 -82.529 -203.151  0.0788
H5 -9.997 -83.486 -204.039  0.1220
H6 -11.821 -82.220 -202.098  0.1211
H7 -10.520 -81.564 -201.710  0.0169
H8 -9.811 -83.978 -200.688  0.0785
H9 -11.046 -84.517 -201.780  0.0793
H10 -11.500 -84.669 -199.236  0.1230
H11 -12.633 -83.923 -200.220  0.0643
H12 -11.759 -82.753 -197.947  0.0231
H13 -11.913 -81.746 -199.611  0.0867
H14 -10.339 -82.526 -198.821  0.1047
C7 -12.344 -76.327 -203.732  -0.1050
C8 -13.529 -75.526 -204.373  -0.2094
C9 -14.639 -75.598 -203.246  -0.1870
C10 -16.042 -75.060 -203.852  -0.2682
C11 -17.141 -75.023 -202.894  -0.2508
C12 -18.518 -74.402 -203.501  -0.0959
H15 -11.498 -75.639 -203.199  0.1225
H16 -11.850 -76.921 -204.512  0.0671
H17 -12.424 -76.899 -202.944  -0.0407
H18 -13.709 -76.134 -205.312  0.1221
H19 -13.487 -74.576 -204.627  0.0414
H20 -14.273 -74.865 -202.317  0.1451
H21 -14.869 -76.589 -202.646  0.1002
H22 -16.108 -75.485 -204.809  0.0886
H23 -15.698 -74.041 -204.096  0.1109
H24 -16.915 -74.367 -202.013  0.1167
H25 -17.216 -76.049 -202.475  0.0912
H26 -19.419 -74.229 -202.830  0.0727
H27 -18.887 -75.084 -204.344  0.0805
H28 -18.584 -73.455 -203.933  0.0195
C13 -8.257 -79.086 -201.420  -0.0690
C14 -9.512 -78.175 -201.356  -0.2254
C15 -10.325 -78.648 -200.235  -0.1887
C16 -11.642 -77.801 -199.853  -0.1828
C17 -11.372 -76.357 -199.854  -0.2872
C18 -12.737 -75.616 -199.495  -0.0449
H29 -7.614 -78.864 -200.671  0.0387
H30 -7.595 -78.935 -202.299  0.1002
H31 -8.507 -80.013 -201.283  0.0034
H32 -9.962 -78.484 -202.118  0.0145
H33 -9.120 -77.103 -201.326  0.1504
H34 -9.786 -78.598 -199.351  0.0814
H35 -10.556 -79.643 -200.423  0.0709
H36 -11.997 -78.056 -198.840  0.1202
H37 -12.324 -77.847 -200.739  0.0954
H38 -11.035 -76.042 -200.745  0.0326
H39 -10.473 -76.088 -199.319  0.1118
H40 -12.596 -74.604 -199.403  0.0258
H41 -13.214 -76.127 -198.726  0.0401
H42 -13.386 -75.630 -200.517  0.0967
C19 -9.989 -79.821 -196.059  -0.0789
C20 -11.124 -80.571 -195.292  -0.4078
O1 -11.227 -81.857 -195.550  -0.0508
H43 -9.974 -79.998 -197.197  0.0839
H44 -9.035 -80.216 -195.722  0.0635
H45 -9.987 -78.779 -196.019  0.0395
H46 -12.007 -80.015 -195.722  0.1193
H47 -10.957 -80.367 -194.192  0.1259
H48 -12.036 -82.133 -195.082  0.1166
C21 -14.828 -78.996 -201.389  -0.1202
C22 -16.236 -79.186 -201.755  -0.2958
O2 -17.018 -79.422 -200.547  -0.0890
H49 -14.426 -79.927 -200.896  0.1034
H50 -14.525 -78.134 -200.709  0.0929
H51 -14.219 -78.770 -202.135  0.0033
H52 -16.403 -80.031 -202.353  0.0951
H53 -16.528 -78.215 -202.293  0.1102
H54 -17.920 -79.722 -200.737  0.0803

This record from OMol25 describes a structure of composition C22H56Br2CoN4O12V2 in a non-equilibrium geometry. The level of theory is the ωB97M-V functional and the def2-TZVPD basis.

Its total charge is 0. Its strongest force on any atom is 4.0 eV Å⁻¹. As for the spin multiplicity: 4. Its calculated total energy is -10412.48603 Ha.

Each line ends with the Löwdin charge.
Element x y z (Å)
O1 -1.178 1.093 3.071  -0.3232
V1 -0.880 2.314 2.136  0.9663
O2 -2.279 2.636 1.396  -0.3594
O3 5.750 1.162 -1.093  -0.3611
V2 5.015 1.618 0.277  1.0722
O4 4.965 3.193 0.243  -0.2888
Co1 1.983 0.963 1.466  0.7246
O5 2.853 1.241 -0.378  -0.3513
C1 1.796 0.821 -1.207  -0.2952
C2 0.347 1.119 -0.750  -0.2791
O6 0.079 1.045 0.630  -0.3716
H1 1.816 -0.280 -1.281  0.1023
H2 1.905 1.310 -2.179  0.0799
H3 -0.377 0.565 -1.365  0.1023
H4 0.101 2.149 -1.065  0.0931
O7 1.323 2.496 2.732  -0.3864
C3 2.491 2.859 3.429  -0.3010
C4 3.666 1.857 3.416  -0.3089
O8 3.976 1.175 2.222  -0.3892
H5 2.308 3.112 4.482  0.1138
H6 2.843 3.807 2.989  0.1089
H7 3.432 1.079 4.162  0.0957
H8 4.565 2.339 3.822  0.1139
Br1 3.813 -0.045 -7.291  0.6039
C5 3.250 -0.786 -5.585  -0.7232
C6 2.792 0.242 -4.584  -0.7103
Br2 1.120 1.058 -5.141  0.6197
H9 4.080 -1.329 -5.130  0.0636
H10 2.519 -1.567 -5.777  0.0538
H11 3.564 0.993 -4.422  0.0677
H12 2.704 -0.247 -3.614  0.0463
C7 1.327 -1.160 4.491  -0.0450
C8 2.211 -1.676 3.380  -0.3720
C9 2.272 -3.178 3.207  -0.2035
O9 2.951 -3.492 2.010  -0.1880
C10 2.989 -4.884 1.793  -0.1082
N1 1.758 -1.044 2.103  0.0385
H13 1.608 -1.671 5.421  0.0850
H14 0.281 -1.472 4.410  0.0860
H15 1.350 -0.082 4.620  0.0718
H16 3.207 -1.241 3.502  0.1345
H17 1.300 -3.670 3.341  0.1226
H18 2.872 -3.587 4.038  0.1332
H19 2.034 -5.378 1.602  0.0794
H20 3.503 -5.368 2.634  0.0914
H21 3.655 -5.047 0.946  0.0918
H22 0.836 -1.436 1.850  0.0619
H23 2.365 -1.477 1.400  0.0954
C11 0.054 -3.085 -0.889  -0.0469
C12 -1.065 -3.022 0.130  -0.4259
C13 -1.078 -4.296 0.982  -0.2123
O10 -2.086 -4.145 1.963  -0.1801
C14 -1.968 -5.155 2.942  -0.1082
N2 -0.910 -1.882 1.024  0.0718
H24 1.029 -3.349 -0.463  0.0744
H25 0.150 -2.128 -1.407  0.0650
H26 -0.078 -3.856 -1.652  0.0842
H27 -2.033 -3.070 -0.388  0.1361
H28 -0.088 -4.464 1.421  0.1010
H29 -1.362 -5.119 0.313  0.1343
H30 -1.021 -5.075 3.491  0.0790
H31 -2.015 -6.151 2.493  0.0893
H32 -2.761 -5.001 3.671  0.0896
H33 -1.750 -1.769 1.586  0.0964
H34 -0.916 -1.029 0.463  0.0553
C15 -1.704 5.416 -0.449  -0.0416
C16 -0.289 4.989 -0.087  -0.3939
C17 0.733 6.098 -0.264  -0.2064
O11 2.061 5.659 -0.108  -0.1694
C18 2.531 4.783 -1.111  -0.0855
N3 -0.328 4.576 1.337  0.0105
H35 -1.774 6.008 -1.359  0.0816
H36 -2.035 6.084 0.357  0.0839
H37 -2.401 4.583 -0.395  0.0690
H38 0.048 4.138 -0.675  0.1089
H39 0.598 6.941 0.419  0.1349
H40 0.606 6.542 -1.265  0.1284
H41 2.014 3.823 -1.180  0.0713
H42 3.591 4.652 -0.922  0.0685
H43 2.425 5.248 -2.103  0.0978
H44 0.629 4.500 1.707  0.0752
H45 -0.564 5.404 1.888  0.1024
C19 -6.008 -1.810 -4.530  -0.0712
C20 -6.459 -1.654 -3.088  -0.4372
C21 -5.565 -0.772 -2.253  -0.2284
O12 -4.247 -1.254 -2.289  -0.1897
C22 -3.331 -0.386 -1.660  -0.0976
N4 -7.863 -1.178 -3.107  0.0266
H46 -6.120 -0.883 -5.090  0.0800
H47 -6.570 -2.598 -5.038  0.0729
H48 -4.984 -2.185 -4.602  0.0723
H49 -6.500 -2.660 -2.655  0.1347
H50 -5.920 -0.822 -1.211  0.1292
H51 -5.592 0.281 -2.565  0.1341
H52 -3.360 0.555 -2.223  0.0946
H53 -2.345 -0.827 -1.560  0.0627
H54 -3.692 -0.117 -0.656  0.0951
H55 -8.064 -0.691 -2.236  0.0616
H56 -8.485 -1.977 -3.065  0.0673